2 unconnected molecules or ions with the total composition C4H9NO2 in a non-equilibrium geometry. Source: the Open Molecules 2025 dataset; level of theory: wB97M-V/def2-TZVPD.

Geometry as XYZ:
```
16
Properties=species:S:1:pos:R:3:forces:R:3:lowdin_spin:R:1
O -2.993493 -0.057816 -0.034316 -2.245 -1.067 -1.218 -0.082
C -2.148924 0.343354 0.682024 -2.382 3.078 0.803 0.006
C -0.629207 -0.433543 0.595285 4.793 1.529 -3.182 0.036
C -0.832756 0.906511 -0.046726 0.896 -2.540 1.714 -0.041
C 2.658992 0.386485 -0.717460 0.392 -0.731 -0.675 0.110
O 1.842154 0.656590 0.330297 0.158 0.246 0.089 0.792
N -0.793183 -1.568802 -0.169320 -0.279 0.173 2.522 0.078
H -2.364592 0.560374 1.737714 0.390 0.256 0.127 0.008
H 0.057490 -0.353402 1.434620 -0.649 -0.698 0.581 -0.005
H -0.529498 1.800547 0.487625 0.195 -0.339 0.438 -0.002
H -0.640671 0.910185 -1.111397 -1.335 -0.102 -0.221 0.001
H 2.721498 -0.691241 -0.927337 -0.082 0.077 -0.055 0.007
H 2.220295 0.854255 -1.633087 0.050 0.005 0.355 0.066
H 3.681274 0.786826 -0.652761 -0.268 0.325 0.260 0.020
H -1.787949 -1.709796 -0.307833 0.158 -0.175 -1.347 0.003
H -0.461436 -2.390520 0.332676 0.206 -0.037 -0.191 0.002
```
Positions in Å, forces in eV/Å.

Summary:
Charge: +1
Energy relative to the best compared isomer or geometry (same formula, charge and spin): 132.7 kcal/mol
Orbital gap (alpha / beta): 7.26 / 6.75 eV
Multiplicity: 2
HOMO (alpha / beta): -0.5402 / -0.5239 Ha
LUMO level (alpha / beta): -7.4 / -7.5 eV
Electronic energy: -362.5485 hartree
Expectation value of S²: 0.828

3 unconnected molecules or ions with the total composition C15H37N4O3 in a non-equilibrium geometry. Source: the Open Molecules 2025 dataset; level of theory: wB97M-V/def2-TZVPD.

Geometry as XYZ:
```
59
Properties=species:S:1:pos:R:3:forces:R:3:nbo_charge:R:1
C 2.604217 -1.085874 -2.028366 -0.028 0.081 0.006 -0.725
C 1.682465 -1.547772 -3.139916 -0.279 0.196 -0.647 0.690
O 1.018360 -0.715668 -3.770009 0.448 -0.606 0.495 -0.662
N 1.578243 -2.892957 -3.411557 -0.415 0.388 0.837 -0.437
C 0.309814 -3.272350 -4.045635 0.150 0.133 -0.435 -0.414
C 2.060952 -3.894608 -2.439379 0.104 -0.323 -0.208 -0.211
C 1.213671 -4.059702 -1.171472 0.111 -0.074 0.247 -0.448
C 1.161697 -5.500258 -0.643219 0.045 0.252 0.036 -0.436
C 0.154722 -5.625786 0.537285 -0.382 0.197 -0.173 -0.204
N -1.222220 -5.734616 0.151132 0.264 -0.185 0.040 -1.106
H 3.510280 -1.685069 -1.907269 -0.156 0.118 -0.072 0.219
H 2.035189 -1.138377 -1.089924 0.139 -0.027 -0.125 0.251
H 2.853906 -0.036910 -2.218395 -0.013 -0.267 0.031 0.231
H 0.253842 -2.852344 -5.055587 0.030 -0.142 0.191 0.209
H -0.546725 -2.886149 -3.484782 0.068 -0.086 -0.008 0.199
H 0.251502 -4.361958 -4.081478 -0.003 0.168 -0.032 0.207
H 3.112668 -3.693054 -2.203545 -0.229 0.014 -0.017 0.192
H 2.063412 -4.851674 -2.977615 0.005 0.190 0.042 0.198
H 0.182101 -3.719200 -1.345750 0.144 -0.133 -0.054 0.208
H 1.626829 -3.431496 -0.367181 -0.166 0.017 -0.166 0.190
H 2.173542 -5.804485 -0.318098 -0.045 0.003 -0.147 0.157
H 0.801032 -6.175254 -1.432132 0.149 0.046 0.104 0.193
H 0.355479 -4.727900 1.177609 0.200 -0.251 0.153 0.102
H 0.455579 -6.517503 1.117088 -0.002 0.106 -0.019 0.138
H -1.551435 -4.791544 -0.029692 -0.179 0.272 -0.058 0.264
C -3.306671 0.647154 -0.757487 -0.047 0.028 -0.024 -0.613
C -1.860434 0.939457 -1.142466 -0.113 0.032 0.036 -0.079
C -0.928238 -0.269014 -1.039293 0.134 -0.053 -0.146 -0.078
O -0.559242 -0.621806 0.275877 -0.068 -0.004 0.240 -0.558
C -1.492690 -1.423701 0.985592 0.066 -0.030 -0.062 -0.253
N -1.377548 2.080290 -0.354469 0.044 -0.044 0.104 -0.849
H -3.426085 0.588672 0.325117 0.022 -0.026 -0.003 0.200
H -3.958610 1.444960 -1.115733 0.016 0.014 0.029 0.209
H -3.646591 -0.295897 -1.188213 0.003 -0.004 0.003 0.210
H -1.850007 1.240934 -2.194508 0.036 -0.030 -0.009 0.191
H 0.005752 -0.020044 -1.544863 -0.037 0.035 -0.038 0.197
H -1.355850 -1.134734 -1.562747 -0.039 0.006 0.022 0.170
H -2.005441 -2.117218 0.314517 -0.016 -0.037 -0.009 0.184
H -2.235445 -0.813833 1.511581 0.023 -0.039 -0.039 0.151
H -0.938338 -2.012105 1.714249 0.029 0.008 -0.005 0.201
H -0.459502 2.355962 -0.691744 -0.031 0.044 -0.066 0.359
H -1.210874 1.736163 0.589438 0.009 -0.025 -0.007 0.355
C 0.628273 6.615176 2.244765 -0.005 0.054 0.001 -0.613
C -0.532670 5.629905 2.143626 0.108 -0.008 -0.051 -0.080
C -0.890118 4.952299 3.472154 -0.142 0.017 -0.010 -0.071
O 0.000847 3.936160 3.882725 0.054 -0.017 0.004 -0.544
C 1.175013 4.374032 4.530352 -0.013 -0.056 0.021 -0.245
N -0.258027 4.673108 1.073828 -0.060 -0.063 0.186 -0.836
H 1.587085 6.096941 2.278744 -0.011 -0.018 0.019 0.201
H 0.642808 7.262104 1.368119 0.013 -0.028 -0.021 0.218
H 0.545562 7.243511 3.134452 -0.001 -0.004 0.000 0.197
H -1.421493 6.198175 1.849029 -0.029 -0.005 0.041 0.184
H -1.854081 4.453322 3.348411 0.014 -0.029 0.002 0.187
H -1.003303 5.698771 4.272116 0.035 0.024 -0.026 0.155
H 0.981242 5.258861 5.146748 0.017 0.011 -0.001 0.161
H 1.976167 4.603697 3.822742 -0.008 0.046 0.014 0.164
H 1.510849 3.562705 5.175346 0.000 -0.002 0.001 0.190
H -1.074329 4.090924 0.902013 -0.017 0.083 -0.191 0.377
H 0.452867 4.027577 1.407871 0.055 0.029 -0.035 0.351
```
Positions in Å, forces in eV/Å.

Summary:
Charge: -1
Orbital gap: 3.98 eV
HOMO: -0.0595 Ha
LUMO level: 2.4 eV
Electronic energy: -1038.4019 hartree

A molecular structure, C21H21N5O2Tc in a non-equilibrium geometry. Source: the Open Molecules 2025 dataset; level of theory: wB97M-V/def2-TZVPD.

Geometry as XYZ:
```
50
Properties=species:S:1:pos:R:3:forces:R:3:lowdin_spin:R:1
N -0.355751 2.277346 -0.421277 0.666 1.066 -0.315 0.023
C 0.011568 3.371387 -0.562248 -0.753 -1.674 0.652 0.003
C 0.501263 4.719474 -0.511216 0.012 0.362 -0.134 0.001
H -0.333843 5.430451 -0.558509 0.286 -0.078 -0.004 0.000
H 1.199565 4.879944 -1.328960 0.003 0.265 -0.093 0.000
H 1.042422 4.804199 0.432897 -0.021 0.306 -0.013 0.000
N 2.563084 -2.264478 -0.909628 0.692 0.108 -1.121 0.099
C 3.537319 -2.761563 -1.311271 -1.190 0.138 2.238 0.004
C 4.773035 -3.511831 -1.332019 0.445 -0.087 -0.607 0.000
H 5.475614 -3.063195 -2.045294 -0.027 -0.219 0.142 0.000
H 4.568330 -4.555735 -1.611421 0.083 0.263 0.027 0.000
H 5.191223 -3.470317 -0.313494 -0.117 -0.004 -0.303 0.000
N -2.651830 -1.177081 -0.659772 0.112 -0.323 0.115 0.005
C -3.440479 -2.015720 -0.722223 0.044 0.500 0.527 0.001
C -4.452060 -3.018628 -0.508858 -0.232 -0.211 -0.171 0.000
H -4.011007 -3.722862 0.204741 -0.430 -0.092 -0.036 0.000
H -4.722393 -3.540579 -1.428462 -0.011 0.022 0.085 0.000
H -5.332903 -2.505090 -0.101368 0.109 -0.333 -0.013 0.000
Tc 0.674554 -0.716128 -0.699237 -1.626 0.879 -2.040 1.459
C 0.072219 -2.302490 0.177747 -2.670 -7.462 4.062 0.027
O -0.297429 -3.265359 0.753986 2.164 5.309 -3.326 0.046
C 2.084753 0.196963 0.163402 6.668 4.156 4.439 0.029
O 2.956601 0.750055 0.738867 -4.640 -3.138 -3.354 0.066
C 1.029507 0.681194 -2.690751 0.006 0.015 -0.044 0.006
C -0.381821 0.736306 -2.659492 -0.061 0.425 -0.104 0.050
C -1.138521 -0.431071 -2.721692 -0.585 0.073 0.002 0.034
C -0.523370 -1.694115 -2.807880 -0.116 0.003 0.048 -0.013
C 0.859203 -1.730882 -3.088030 0.225 -0.653 -0.077 0.074
C 1.632433 -0.566825 -2.996113 0.633 0.424 -0.424 0.038
H 1.629430 1.598817 -2.590299 -0.274 -0.535 -0.164 0.002
H -0.926411 1.677685 -2.566079 0.413 -0.323 -0.059 0.001
H -2.225051 -0.319895 -2.712216 0.492 -0.243 0.083 0.001
H -1.129380 -2.610222 -2.748020 0.365 0.440 -0.255 0.000
H 1.328306 -2.680821 -3.376475 -0.182 0.428 0.317 0.002
H 2.709161 -0.604161 -3.215295 -0.541 0.002 0.246 0.001
N -2.105044 -0.072197 2.969782 0.135 0.948 0.770 0.041
C -1.459915 -0.744582 1.998107 -0.222 0.911 0.275 0.125
N -0.378993 -0.105746 1.589482 0.335 -0.078 -1.505 0.036
C -0.320118 1.071088 2.341232 1.295 0.917 -0.342 0.157
C 0.562809 2.145298 2.375061 0.579 -0.653 -0.928 0.010
C 0.471021 3.114755 3.380746 1.055 -0.325 -1.425 0.283
C -0.567673 3.059250 4.331470 -2.065 -1.020 1.128 0.180
C -1.517513 2.032213 4.263361 -0.181 1.032 1.001 0.002
C -1.400826 1.084789 3.255525 -0.622 -1.087 0.461 0.194
H -2.930484 -0.380799 3.463577 -0.192 -0.184 0.058 0.000
H -1.879772 -1.651769 1.607838 0.140 -0.172 -0.023 0.003
H 1.317444 2.189728 1.589780 -0.080 0.278 0.681 -0.003
H 1.220621 3.911316 3.441651 -0.284 -0.281 -0.055 0.010
H -0.606455 3.817330 5.120336 -0.121 -0.349 -0.211 0.005
H -2.322442 1.934555 4.998013 0.286 0.255 -0.210 -0.002
```
Positions in Å, forces in eV/Å.

Summary:
Charge: +4
Energy relative to the best compared isomer or geometry (same formula, charge and spin): 0.0 kcal/mol
Orbital gap (alpha / beta): 6.86 / 5.22 eV
Multiplicity: 4
HOMO (alpha / beta): -0.7898 / -0.7908 Ha
LUMO level (alpha / beta): -14.6 / -16.3 eV
Electronic energy: -1316.1570 hartree
Expectation value of S²: 3.788

A molecular structure, C27H41NO4PPdSSi3. Source: the Open Molecules 2025 dataset; level of theory: wB97M-V/def2-TZVPD.

Geometry as XYZ:
```
79
Properties=species:S:1:pos:R:3:forces:R:3:lowdin_spin:R:1
Pd 0.500985 -0.499028 -1.002278 0.100 0.558 -0.406 0.901
C -2.401858 -0.612232 2.036721 -0.010 0.021 0.141 0.001
Si -0.652795 0.058926 2.185713 -0.025 0.030 -0.044 0.028
C -0.238763 -0.015242 4.039966 0.056 -0.037 0.039 0.010
C -0.716277 1.922411 1.847148 -0.012 -0.008 0.044 0.004
C 0.591145 -0.867128 1.162793 -0.250 -0.023 0.150 0.133
Si 0.285594 -2.698777 1.128914 0.049 -0.165 -0.177 0.029
C 1.763820 -3.682154 0.471028 -0.007 -0.045 0.120 0.001
C -1.185917 -3.324164 0.053955 0.076 -0.172 0.210 0.007
C -0.043441 -3.428389 2.854048 0.000 0.041 0.103 0.008
Si 2.318325 -0.443303 1.588312 0.087 0.059 -0.028 0.029
C 2.670062 1.400712 1.836985 0.007 -0.033 0.003 0.002
C 3.074100 -1.299511 3.094915 -0.024 -0.054 0.061 0.007
C 3.404139 -0.890857 0.091628 -0.055 0.057 -0.128 0.007
C 4.710393 -1.364630 0.140515 0.002 0.044 0.093 0.001
C 5.390996 -1.634885 -1.034987 0.080 -0.026 -0.045 0.002
C 4.752353 -1.422764 -2.243464 -0.085 0.046 0.003 0.002
C 3.447045 -0.952004 -2.233304 0.080 0.035 0.147 0.009
N 2.795737 -0.688458 -1.097490 0.043 -0.284 0.134 0.060
H -3.101295 0.089150 2.505439 0.029 -0.022 -0.017 0.000
H -2.503288 -1.571841 2.555225 0.013 0.050 -0.058 0.000
H -2.700238 -0.771118 1.002943 -0.005 0.007 -0.093 0.000
H -0.998281 0.524803 4.616225 0.007 -0.020 -0.039 0.002
H 0.727703 0.453007 4.257984 -0.064 -0.025 -0.010 0.000
H -0.204123 -1.045079 4.410233 0.005 0.096 -0.034 0.000
H -1.649617 2.323490 2.257935 0.040 -0.011 -0.022 0.000
H -0.679000 2.178438 0.787997 0.011 -0.049 0.002 0.001
H 0.109608 2.442721 2.338573 -0.011 -0.029 -0.023 0.000
H 1.965657 -3.466362 -0.580761 -0.031 0.026 0.011 0.000
H 1.504866 -4.746288 0.539780 0.027 0.049 -0.023 0.000
H 2.684205 -3.535476 1.046368 -0.077 -0.006 -0.041 0.000
H -1.838798 -2.364792 -1.492315 -0.001 0.042 -0.327 0.001
H -1.781469 -3.997150 0.689732 -0.002 0.049 -0.027 0.000
H -0.739396 -3.966479 -0.716190 0.000 0.017 -0.012 0.001
H 0.780345 -3.230721 3.549359 -0.058 -0.009 -0.064 0.000
H -0.167829 -4.515105 2.784760 0.015 0.055 -0.032 0.001
H -0.959050 -3.021404 3.296087 0.085 -0.046 -0.023 0.000
H 2.255467 1.788598 2.771713 -0.001 -0.044 -0.050 0.000
H 2.265794 1.996309 1.013922 0.008 -0.025 0.044 0.001
H 3.754664 1.551008 1.866510 -0.043 -0.001 -0.007 0.000
H 2.478384 -1.075607 3.985759 0.054 -0.018 -0.064 0.000
H 4.095340 -0.950990 3.284353 -0.045 -0.005 -0.028 0.001
H 3.099252 -2.387655 2.982600 0.001 0.087 -0.004 0.000
H 5.183309 -1.536775 1.101514 -0.034 0.016 -0.037 0.000
H 6.405572 -2.016019 -1.008643 -0.013 -0.003 0.002 0.000
H 5.236804 -1.634683 -3.186938 0.000 -0.001 0.006 0.000
H 2.885330 -0.802136 -3.145153 -0.032 -0.009 -0.034 0.001
O -1.141561 -2.306176 -3.187214 0.001 0.021 0.126 0.121
S 0.293160 -2.022450 -2.924046 -0.265 -0.012 -0.013 0.241
O 1.121461 -3.225242 -2.925416 0.148 -0.119 0.082 0.131
O 0.812398 -0.956176 -3.814379 0.003 0.164 -0.048 0.184
O -2.076724 -2.392664 -0.553871 -0.040 0.068 0.236 0.008
C -1.632413 0.896792 -3.704486 -0.028 0.029 -0.066 0.007
P -1.245790 1.145666 -1.940146 0.250 -0.505 0.281 0.039
C -0.702344 2.886941 -1.931344 0.095 0.092 0.062 0.010
C 0.583638 3.157819 -1.470008 -0.095 0.165 -0.045 0.003
C 1.080428 4.456208 -1.477984 0.011 -0.064 0.016 0.000
C 0.291784 5.494225 -1.947008 -0.001 0.033 -0.010 0.000
C -0.991088 5.234508 -2.416172 -0.022 -0.015 -0.013 0.001
C -1.482952 3.938536 -2.412292 0.008 -0.014 0.038 0.002
C -2.910620 1.171523 -1.201723 -0.158 0.067 -0.139 -0.002
C -3.353678 2.136579 -0.300972 0.022 0.003 0.018 0.000
C -4.616343 2.040756 0.269584 0.024 0.035 0.005 0.000
C -5.453346 0.984740 -0.056662 -0.016 -0.006 0.013 0.000
C -5.021824 0.021249 -0.958541 0.013 -0.022 0.025 0.000
C -3.760951 0.111586 -1.524814 -0.018 0.002 0.053 0.000
H -2.412510 1.580935 -4.044085 0.009 -0.010 0.019 0.001
H -1.926420 -0.141673 -3.852774 0.005 0.018 -0.020 0.001
H -0.712065 1.045955 -4.265725 0.011 -0.014 -0.018 0.000
H 1.189868 2.340175 -1.100801 0.049 -0.080 0.017 0.002
H 2.081730 4.650935 -1.112385 -0.026 0.002 -0.010 0.000
H 0.674163 6.508029 -1.950028 -0.008 -0.012 -0.001 0.000
H -1.608204 6.044496 -2.786566 0.012 -0.009 0.006 0.000
H -2.484637 3.741010 -2.777240 0.000 -0.001 0.014 0.000
H -2.710140 2.964759 -0.029740 -0.015 -0.020 -0.034 0.000
H -4.940671 2.795834 0.976504 -0.001 -0.018 -0.012 0.000
H -6.433669 0.906808 0.398513 0.017 0.002 -0.018 0.000
H -5.657396 -0.818940 -1.209639 -0.002 0.019 0.010 0.000
H -3.428807 -0.663091 -2.204630 0.022 -0.012 0.012 0.000
```
Positions in Å, forces in eV/Å.

Summary:
Charge: -1
Orbital gap (alpha / beta): 6.70 / 7.34 eV
Multiplicity: 3
HOMO (alpha / beta): -0.1491 / -0.1909 Ha
LUMO level (alpha / beta): 2.6 / 2.1 eV
Electronic energy: -3145.2403 hartree
Expectation value of S²: 2.008

no.,molar mass (g/mol)
1,103.12
2,321.49
3,473.43
4,697.35